# 1
Density functional theory data (the ωB97M-V functional and the def2-TZVPD basis) for a molecular structure, C18H12Cl4N4O4Ru in a non-equilibrium geometry.

Values from the calculation:
Orbital gap, eV: 6.14
Total charge: -2
HOMO level, eV: -1.58

Each line ends with the Löwdin charge.
Geometry (Å):
Ru 0.8167 -0.0611 0.2130  1.070
O 1.4542 -5.4840 -1.5536  0.070
C 0.4264 -5.1760 -0.8518  -0.452
O -0.0713 -6.2309 -0.1744  0.085
C -0.1508 -3.9395 -0.7310  -0.122
C -1.2571 -3.9229 0.1498  -0.239
N -2.1255 -4.1046 0.8934  0.112
N 0.3688 -1.6085 -0.6412  -0.095
C 0.3891 -2.6691 -1.3070  -0.267
C 0.8999 -2.6575 -2.7674  -0.579
O 1.6652 -3.6466 -3.0899  -0.019
O 0.4513 -1.8221 -3.5367  0.023
H 1.6873 -4.6109 -2.2431  0.044
H -0.8147 -5.9179 0.3640  0.074
H 0.5447 -0.4619 2.6998  0.010
Cl 3.7769 3.0808 -1.8742  0.610
C 2.0457 3.1457 -2.0855  -0.616
C 1.5341 4.1454 -2.8873  -0.159
C 0.1632 4.2554 -3.0882  -0.136
C -0.6758 3.3464 -2.4598  -0.148
C -0.1352 2.3611 -1.6619  -0.595
Cl -1.2199 1.2632 -0.8512  0.726
C 1.2489 2.1740 -1.4200  -0.505
N 1.8257 1.2262 -0.6354  -0.186
H 2.2206 4.8373 -3.3583  0.084
H -0.2412 5.0342 -3.7218  0.082
H -1.7505 3.3991 -2.5813  0.091
C 2.5018 -0.9869 0.8989  -0.274
H 2.8841 -1.6977 0.1625  -0.016
H 2.3067 -1.5339 1.8314  -0.024
H 3.2602 -0.2227 1.0841  -0.023
Cl -1.7703 -1.4959 3.3176  0.672
C -1.9268 0.2219 3.1150  -0.607
C -3.0902 0.8383 3.5434  -0.144
C -3.2506 2.2043 3.3765  -0.127
C -2.2274 2.9411 2.7944  -0.144
C -1.0661 2.3105 2.3894  -0.632
Cl 0.1979 3.2827 1.7054  0.693
C -0.8610 0.9200 2.5183  -0.453
N 0.3075 0.3267 2.1097  -0.154
H -3.8666 0.2333 3.9930  0.090
H -4.1593 2.6928 3.7046  0.086
H -2.3166 4.0103 2.6566  0.090



# 2
Density functional theory data (the ωB97M-V functional and the def2-TZVPD basis) for a molecular structure, C18H13AuI2N4.

Values from the calculation:
Orbital gap, eV: 5.01
Total charge: +2
HOMO level, eV: -14.39

Each line ends with the Löwdin charge.
Geometry (Å):
Au 0.0570 0.0309 0.0984  0.668
N 7.4538 7.1772 -0.2932  0.201
C 6.6238 6.3857 -0.2472  -0.158
C 5.5849 5.3942 -0.1887  -0.198
C 4.6660 5.4163 0.8581  0.011
C 3.6596 4.4691 0.9069  -0.010
C 3.5829 3.4818 -0.0761  -0.192
C 4.5173 3.4528 -1.1128  -0.006
C 5.5073 4.4159 -1.1781  0.012
C 2.5209 2.4553 -0.0240  -0.010
C 2.9156 1.1131 0.0724  -0.226
C 4.2122 0.6341 0.3001  0.040
C 4.1422 -0.7470 0.4469  -0.018
C 2.8122 -1.0892 0.2933  -0.166
N 2.0638 0.0090 0.0292  -0.120
C 1.1902 2.8731 -0.0263  -0.219
C 0.7096 4.1956 -0.0928  0.037
C -0.6660 4.1591 0.0502  -0.017
C -1.0137 2.8192 0.1613  -0.158
N 0.0803 2.0368 0.0949  -0.118
H 4.7463 6.1729 1.6261  0.134
H 2.9524 4.4775 1.7260  0.131
H 4.4514 2.6950 -1.8828  0.133
H 6.2218 4.4154 -1.9894  0.135
H 5.0931 1.2509 0.3657  0.135
H 4.9544 -1.4320 0.6221  0.124
H 2.4006 -2.0852 0.3449  0.046
H 1.3301 5.0648 -0.2321  0.133
H -1.3536 4.9879 0.0472  0.124
H -2.0113 2.4257 0.2825  0.055
I -2.5583 -0.2041 -0.5118  1.122
C -2.3030 -2.3142 -0.5185  -0.964
I -0.1950 -2.5762 -0.4235  1.135
H -2.6811 -2.7267 -1.4471  0.004
H -2.7643 -2.7433 0.3634  0.005
N -0.5160 -0.3722 3.8135  0.148
C -0.4765 -0.3928 2.6623  -0.070
H -0.5591 -0.3627 4.8178  0.115



# 3
Density functional theory data (the ωB97M-V functional and the def2-TZVPD basis) for a single C18H13Cl2N5O2 molecule in a non-equilibrium geometry.

Values from the calculation:
Orbital gap, eV: 8.36
Total charge: 0
HOMO level, eV: -9.16

Each line ends with the Löwdin charge.
Geometry (Å):
C -2.8119 0.8642 -1.6357  0.017
C -1.2596 0.9421 -1.6658  -0.360
C -0.5530 -0.3179 -2.2027  -0.064
C -0.6959 -0.8548 -3.5613  -0.017
C 0.0385 -2.0089 -4.0350  -0.690
Cl -0.1570 -2.4227 -5.6840  0.699
C 0.8020 -2.6972 -3.1538  -0.139
C 0.9383 -2.2462 -1.8162  -0.677
Cl 1.8731 -3.2594 -0.7942  0.712
C 0.2780 -1.1784 -1.4117  -0.074
N -0.7601 1.9787 -2.5512  0.145
C 0.1358 2.8068 -1.9887  -0.403
O 0.4261 3.8459 -2.5823  0.085
C 0.1809 2.5184 -0.5598  -0.076
C 0.8234 3.1285 0.4505  0.051
C 0.7249 2.4651 1.7995  0.038
C 0.0696 1.3146 2.0129  -0.157
N 0.1176 0.7640 3.3161  0.102
C 0.5041 -0.5098 3.5119  -0.386
C 1.5691 -1.0130 2.8600  -0.029
C 1.9673 -2.2676 3.1748  -0.129
N 1.5678 -2.8363 4.3366  0.060
C 0.5418 -2.2554 5.0092  -0.172
N -0.0344 -1.1472 4.5484  0.129
C -0.8656 0.8386 0.8919  -0.315
O -1.3377 -0.3322 0.9785  0.025
N -0.6978 1.3785 -0.3403  0.113
H -3.1715 -0.0947 -1.1812  0.106
H -3.2878 1.6892 -1.0963  0.082
H -3.2140 1.1363 -2.6981  0.117
H -1.2677 -0.2611 -4.2719  0.097
H 1.3828 -3.6066 -3.4898  0.128
H 0.4776 -0.7794 -0.4376  0.093
H -1.3962 2.5098 -3.1243  0.162
H 1.4672 3.9489 0.3481  0.104
H 1.3458 3.0016 2.5338  0.126
H -0.7064 0.9252 3.8938  0.156
H 2.1723 -0.4833 2.1078  0.130
H 2.7418 -2.7935 2.6240  0.105
H 0.0712 -2.6906 5.8842  0.106



# 4
Density functional theory data (the ωB97M-V functional and the def2-TZVPD basis) for a single C18H13ClFN3O3S molecule in a non-equilibrium geometry.

Values from the calculation:
Orbital gap, eV: 9.06
Total charge: 0
HOMO level, eV: -8.69

Each line ends with the Löwdin charge.
Geometry (Å):
O -2.8062 -2.1437 -1.5710  0.093
C -2.9728 -1.7212 -0.4552  -0.446
C -2.1412 -2.2112 0.7215  -0.360
S -0.4395 -2.5903 0.1942  1.031
C -0.0568 -0.9911 -0.3058  -0.666
N -0.7987 0.0626 -0.1494  0.060
N -0.1073 1.0940 -0.6751  0.116
C 1.0099 0.6238 -1.1121  -0.352
C 2.0885 1.3721 -1.8082  -0.067
N 3.3908 0.9984 -1.2986  0.092
C 3.5844 0.7857 0.0232  -0.422
O 2.6730 0.8403 0.8262  0.092
C 4.9714 0.4214 0.4483  -0.057
C 5.0962 -0.2544 1.6620  -0.006
C 6.3314 -0.6226 2.1577  -0.071
C 7.4821 -0.3085 1.4525  -0.069
C 7.3907 0.3751 0.2532  -0.007
C 6.1453 0.7272 -0.2324  -0.209
F 6.1066 1.4039 -1.4077  0.056
O 1.1037 -0.7186 -0.9289  0.094
C -4.0518 -0.7643 -0.1114  -0.159
C -3.8422 0.3294 0.7254  -0.023
C -4.8775 1.2040 0.9956  -0.091
C -6.1296 0.9781 0.4424  -0.673
Cl -7.4269 2.0572 0.8007  0.679
C -6.3494 -0.0967 -0.4070  -0.096
C -5.3054 -0.9542 -0.6915  -0.009
H -2.1078 -1.4949 1.5382  0.077
H -2.5592 -3.1556 1.0740  0.097
H 2.0580 1.1415 -2.8770  0.138
H 1.8842 2.4395 -1.6625  0.141
H 4.1596 1.0049 -1.9466  0.131
H 4.1886 -0.4774 2.2021  0.122
H 6.3987 -1.1507 3.0961  0.106
H 8.4514 -0.5891 1.8348  0.108
H 8.2688 0.6430 -0.3131  0.119
H -2.8546 0.5334 1.1070  0.098
H -4.7160 2.0612 1.6299  0.107
H -7.3235 -0.2509 -0.8438  0.105
H -5.4528 -1.7888 -1.3602  0.121



# 5
Density functional theory data (the ωB97M-V functional and the def2-TZVPD basis) for a molecular structure, C18H13FN2O2 in a non-equilibrium geometry.

Values from the calculation:
Orbital gap, eV: 8.76
Total charge: 0
HOMO level, eV: -8.29

Each line ends with the Löwdin charge.
Geometry (Å):
O -2.7652 -2.0915 -0.0213  0.112
C -2.7204 -0.9002 0.0095  -0.374
N -1.6451 0.0321 0.1573  0.127
C -0.3905 -0.4159 0.2296  -0.410
C 0.4904 0.4810 0.2676  -0.106
C 1.7644 0.3197 0.5524  -0.011
C 2.1957 -1.0273 0.5743  -0.277
C 1.3574 -1.9226 0.1334  0.037
C -0.0296 -1.6671 0.0864  0.051
H -0.6348 -2.5495 0.0501  0.119
H 1.6927 -2.7544 0.2186  0.041
O 3.5074 -1.1339 0.4485  0.037
C 4.6068 -0.6249 -0.1016  -0.221
C 5.8753 -0.4148 0.6215  0.080
C 6.8628 0.2275 -0.1053  -0.149
C 6.5181 0.9886 -0.9657  -0.298
N 5.4267 0.9062 -1.5953  0.093
C 4.3774 0.3035 -1.0382  -0.082
H 3.5626 0.5240 -1.6871  0.124
H 7.3189 1.6733 -1.4482  0.152
H 7.8203 0.2174 0.3512  0.114
H 5.8969 -1.0351 1.6032  0.151
H 2.5077 1.3363 0.6992  0.203
H 0.0465 1.7272 0.6645  0.214
H -2.0064 1.1013 0.0013  0.225
C -4.0896 -0.1145 0.0061  -0.017
C -5.0953 -0.5060 -1.0014  -0.353
C -6.2947 0.4823 -1.0211  0.033
C -6.7252 1.1202 0.1788  -0.051
C -5.7012 1.3131 1.1647  -0.109
C -4.4978 0.8240 1.0151  -0.092
H -3.8406 0.8273 1.7507  0.068
H -5.9517 2.0419 1.9393  0.112
H -7.6246 1.5274 0.0669  0.047
H -7.0535 0.0882 -1.7985  0.122
F -4.7618 -0.9051 -2.0065  0.287



> Among the records above, which one has the lowest HOMO level?

C18H13AuI2N4



> What is the total charge in the first record?

-2



> Among the records above, which one has the lowest orbital gap?

C18H13AuI2N4